{
  "formula": "C33H46N6O5",
  "method": "the ωB97M-V functional and the def2-TZVPD basis",
  "total_energy_ha": -1988.7756,
  "lumo_energy_ev": 0.434,
  "orbital_gap_ev": 7.509,
  "species": ["O", "C", "O", "C", "C", "C", "H", "H", "H", "H", "H", "H", "O", "C", "O", "C", "C", "C", "H", "H", "H", "H", "H", "H", "C", "O", "H", "H", "H", "H", "N", "C", "C", "C", "C", "H", "H", "H", "H", "H", "N", "C", "C", "C", "C", "H", "H", "H", "H", "H", "N", "C", "C", "C", "C", "H", "H", "H", "H", "H", "N", "C", "C", "C", "C", "H", "H", "H", "H", "H", "N", "C", "C", "C", "C", "H", "H", "H", "H", "H", "N", "C", "C", "C", "C", "H", "H", "H", "H", "H"],
  "xyz": [[3.759937, -3.367987, 3.809808], [3.511827, -2.851566, 2.655597], [4.452580, -2.364945, 1.779977], [3.985808, -2.223662, 0.470273], [2.471065, -2.297111, 0.644199], [2.222398, -3.002969, 1.952819], [4.377653, -3.145715, 0.040884], [4.527571, -1.375029, 0.052645], [2.024554, -2.752525, -0.239726], [2.151882, -1.258176, 0.726900], [1.863545, -4.004290, 1.714767], [1.470080, -2.587348, 2.623169], [4.045843, 2.231926, -1.244136], [2.948988, 2.268420, -1.671591], [2.637060, 2.592629, -2.961244], [1.264526, 2.465553, -3.250802], [0.507656, 2.283819, -1.952907], [1.592339, 1.981402, -0.967453], [1.237479, 1.516886, -3.786891], [0.932024, 3.330025, -3.825460], [-0.131175, 1.400748, -1.939129], [0.077407, 3.244866, -1.671157], [1.671279, 0.969981, -0.568817], [1.518055, 2.616701, -0.084858], [0.386941, -3.780304, 0.431030], [1.444090, -4.539311, -0.095163], [-0.057819, -4.002078, 1.401130], [0.696474, -2.743975, 0.566448], [-0.445132, -3.751396, -0.272474], [1.132832, -5.447303, -0.079879], [-0.636191, 3.254650, 0.372961], [-1.478160, 2.245685, 0.232908], [-2.346630, 2.481735, -0.789060], [-1.902839, 3.616001, -1.497214], [-0.840646, 4.094395, -0.683248], [-0.070031, 3.433696, 1.189960], [-1.574875, 1.358092, 0.840547], [-3.074099, 1.769375, -1.149232], [-2.256957, 4.071813, -2.410035], [-0.240117, 4.976212, -0.851060], [-0.814590, 0.111703, 0.477946], [-1.070987, 0.280699, -0.914867], [-0.384280, -0.721724, -1.610539], [0.366006, -1.407712, -0.675517], [0.013630, -0.920512, 0.604951], [-1.125412, 0.750325, 1.196041], [-1.673739, 1.129640, -1.201920], [-0.459635, -0.927809, -2.668015], [1.005901, -2.257888, -0.860262], [0.360565, -1.178499, 1.594631], [-2.072240, -0.235383, -6.027169], [-1.850124, -1.228653, -5.092461], [-2.199895, -0.800831, -3.878809], [-2.737225, 0.494979, -4.067815], [-2.647970, 0.861181, -5.399280], [-1.868387, -0.243804, -7.016343], [-1.370055, -2.163929, -5.339849], [-2.096692, -1.152802, -2.862998], [-3.264764, 1.085322, -3.333245], [-2.925864, 1.714208, -6.000549], [-4.270101, -1.800708, 2.028988], [-3.031676, -2.361821, 1.963068], [-2.217459, -1.512082, 1.192637], [-2.911051, -0.430546, 0.815491], [-4.153059, -0.597060, 1.476418], [-5.028812, -2.055496, 2.645057], [-2.867603, -3.250683, 2.554170], [-1.150261, -1.597294, 1.050362], [-2.538842, 0.276048, 0.088456], [-5.013013, 0.056307, 1.473140], [-1.132818, 0.927873, 3.826544], [-1.557312, 0.084562, 2.834701], [-0.906568, -1.106928, 3.001708], [-0.031554, -0.978530, 4.003027], [-0.210948, 0.326064, 4.514983], [-1.418798, 1.880788, 4.000506], [-2.231752, 0.483963, 2.091735], [-1.044737, -1.912271, 2.295493], [0.713723, -1.730621, 4.215908], [0.334980, 0.954042, 5.203474], [3.368097, 2.341337, 0.923439], [2.301766, 2.982498, 1.529975], [1.324842, 2.018766, 1.857344], [1.726551, 0.890850, 1.162007], [2.919459, 1.080830, 0.566981], [4.220899, 2.788906, 0.619306], [2.490266, 3.942057, 1.988360], [0.590324, 2.028637, 2.649045], [1.237826, -0.071236, 1.117870], [3.446162, 0.444320, -0.128608]],
  "atomic_forces_ev_per_a": [[-0.575, 3.077, -4.890], [2.284, -3.739, 3.441], [0.529, 0.079, 3.958], [0.095, -1.747, 0.460], [1.929, 1.861, -0.862], [0.173, 0.528, 0.224], [-0.189, 0.079, -0.981], [-0.687, 0.148, -0.236], [2.032, 0.259, 1.076], [0.423, -0.797, -0.262], [1.369, -0.091, 1.106], [-0.084, 0.294, -0.360], [2.555, 0.290, -1.805], [-4.007, 0.279, -1.601], [2.006, 0.690, 0.574], [-0.474, -1.289, -0.171], [2.010, 0.185, -0.573], [0.720, 0.513, -2.794], [-0.551, 0.245, -0.766], [0.118, -0.203, -0.235], [0.062, 1.373, -0.825], [0.677, -1.610, -1.102], [-1.559, 0.656, -2.798], [-0.199, 0.119, -1.093], [-2.806, 0.346, -0.013], [-0.496, -1.026, 0.162], [0.279, -1.167, 0.227], [-0.984, -2.334, 0.228], [-0.118, -0.097, -0.103], [0.205, -0.274, -0.258], [-0.494, 1.795, -0.415], [-3.356, 2.590, 2.008], [-1.176, 2.159, -1.300], [0.331, 1.307, 2.662], [-2.127, 2.046, -0.286], [0.131, -0.119, -0.549], [-3.318, 7.254, -1.723], [-0.457, 0.454, 0.225], [0.041, -0.154, 0.099], [0.026, -0.029, 0.246], [6.035, -1.606, -5.843], [1.720, -3.552, -0.145], [-0.751, 1.396, 0.931], [-0.641, 0.470, 0.551], [2.379, -0.164, -3.554], [4.006, -4.620, 1.878], [0.887, -2.532, -0.943], [0.688, 0.361, 0.455], [-1.189, 1.457, -1.268], [0.016, -0.267, -0.587], [-0.343, 0.392, 0.260], [1.249, -0.981, -1.664], [-1.483, 1.508, 1.113], [-0.759, 1.513, -0.481], [0.531, -1.544, 0.290], [0.046, -0.361, 0.356], [-0.044, 0.122, -0.312], [-0.530, -0.829, -0.792], [0.267, 0.053, 0.134], [-0.087, 0.016, 0.366], [0.916, 0.292, 0.867], [-0.077, -0.603, -0.875], [-2.905, -6.060, -0.604], [-6.247, -0.258, -0.695], [-1.309, 2.307, -2.534], [0.269, -0.111, -0.125], [0.426, -0.003, -0.250], [-2.900, -2.072, -1.143], [-2.755, -0.544, 1.073], [0.014, 0.091, -0.147], [-1.314, 0.664, -1.315], [-1.006, 2.282, 1.936], [-0.990, -0.485, -0.291], [2.068, 1.454, 2.996], [2.978, -1.458, 1.995], [-0.138, -0.277, -0.263], [-0.382, -0.162, 2.007], [1.107, -0.079, 2.943], [-0.033, 0.309, 0.714], [0.184, -0.612, 0.430], [-1.776, -0.586, 1.101], [1.203, -0.469, 2.550], [1.719, 0.443, 0.453], [0.873, -1.747, 3.882], [3.406, 0.578, 3.474], [-0.513, -0.219, -0.089], [-0.161, 0.101, -0.049], [-0.193, 0.417, -0.367], [1.100, 1.873, 0.357], [0.102, 0.154, 0.529]]
}